# 1
Computed, not measured: C19H56N4O10 as an isolated structure in a non-equilibrium geometry, with ωB97M-V with the def2-TZVPD basis set.

Last column: Mulliken charge in e.
Cartesian coordinates (Å):
O (0.376, 0.601, -0.968)  0.72
H (0.436, 0.076, -0.296)  0.09
H (-0.374, 0.298, -1.510)  -0.45
H (1.298, 0.460, -1.517)  0.32
C (1.482, -1.985, 0.663)  0.89
O (2.131, -1.718, -0.390)  -0.37
O (1.860, -2.954, 1.576)  -0.52
O (0.525, -1.146, 0.888)  -1.19
H (2.486, -3.323, 0.996)  0.10
C (1.624, 0.257, 0.621)  -1.61
C (1.109, 0.387, 2.124)  -0.81
C (1.176, 1.854, 2.673)  -0.82
O (2.595, 2.093, 2.858)  -0.42
C (2.740, 3.392, 3.349)  -0.94
N (-0.227, 0.050, 1.968)  2.12
H (2.556, 0.654, 0.926)  1.08
H (1.072, 0.818, -0.203)  1.07
H (1.818, -0.770, 0.474)  -1.08
H (1.580, -0.098, 2.846)  1.13
H (0.825, 1.850, 3.686)  0.81
H (0.616, 2.568, 1.945)  0.47
H (2.830, 4.153, 2.521)  0.29
H (3.738, 3.627, 3.767)  0.30
H (2.024, 3.814, 3.957)  0.40
H (-0.547, -0.099, 2.730)  0.29
H (-0.591, -0.856, 1.539)  -1.37
C (-2.443, -1.226, 3.389)  -1.22
C (-1.679, -2.534, 3.045)  1.02
C (-2.426, -3.690, 3.768)  -0.69
O (-2.461, -3.544, 5.239)  -0.32
C (-3.596, -4.180, 5.700)  -0.96
N (-1.481, -2.873, 1.705)  -0.30
H (-1.912, -0.293, 3.138)  -0.24
H (-2.753, -1.111, 4.527)  0.22
H (-3.387, -1.270, 2.900)  0.38
H (-0.810, -2.372, 3.737)  -0.02
H (-1.597, -4.572, 3.560)  0.29
H (-3.330, -3.661, 3.228)  0.37
H (-3.183, -5.138, 5.599)  0.45
H (-4.525, -3.829, 5.433)  0.35
H (-3.714, -3.935, 6.733)  0.28
H (-0.778, -2.247, 1.155)  -0.70
H (-1.100, -3.863, 1.702)  0.32
C (-0.044, 2.061, -3.573)  -0.78
C (0.986, 1.079, -4.235)  -0.38
C (2.518, 1.347, -4.044)  -0.52
O (2.735, 2.581, -4.397)  -0.34
C (4.128, 2.861, -4.243)  -0.64
N (0.546, -0.317, -3.779)  -0.11
H (0.181, 3.139, -3.725)  0.39
H (0.060, 1.890, -2.535)  0.35
H (-1.050, 1.912, -3.946)  0.12
H (0.904, 1.179, -5.341)  0.65
H (3.047, 0.726, -4.704)  0.57
H (2.798, 1.274, -2.882)  0.08
H (4.292, 3.952, -4.427)  0.26
H (4.633, 2.297, -5.174)  0.27
H (4.553, 2.614, -3.199)  0.28
H (1.201, -1.019, -4.041)  0.27
H (-0.194, -0.479, -4.316)  0.65
C (-2.736, -0.836, -0.947)  -0.97
C (-2.340, -0.642, -2.477)  0.31
C (-2.653, 0.623, -2.965)  -1.52
O (-1.962, 1.637, -2.128)  -0.12
C (-2.294, 2.959, -2.447)  -1.07
N (-0.903, -0.931, -2.782)  -1.01
H (-2.128, -0.216, -0.226)  -0.32
H (-2.399, -1.748, -0.495)  0.43
H (-3.826, -0.654, -0.851)  0.52
H (-2.953, -1.475, -2.991)  0.33
H (-3.717, 0.768, -2.766)  0.59
H (-2.437, 0.935, -3.899)  0.72
H (-1.979, 3.168, -3.462)  0.55
H (-1.670, 3.671, -1.755)  0.16
H (-3.340, 3.130, -2.427)  0.38
H (-0.549, -0.782, -3.692)  -0.10
H (-0.864, -2.023, -2.626)  0.32
C (-1.774, 2.516, 1.784)  -0.69
O (-0.517, 2.454, 0.983)  -0.56
H (-1.620, 3.250, 2.621)  0.29
H (-1.996, 1.447, 2.134)  -0.01
H (-2.616, 2.662, 1.103)  0.30
H (-0.069, 2.231, 1.657)  0.50
C (3.939, -2.156, -0.557)  0.26
O (3.350, -1.822, -1.654)  -0.62
H (4.382, -1.319, -0.145)  0.21
H (4.760, -2.938, -0.554)  0.33
H (3.137, -2.676, 0.048)  -0.51
H (2.499, -1.994, -1.701)  0.45

Values from the calculation:
- energy relative to the best compared isomer or geometry (same formula, charge and spin) (kJ/mol) = 4528.6
- max |F| (eV Å⁻¹) = 19.89
- HOMO level (eV) = -6.78
- E_tot (hartree) = -1727.15663
- orbital gap (eV) = 6.88

# 2
Computed, not measured: C32H32ClNPW as an isolated structure in a non-equilibrium geometry, with ωB97M-V with the def2-TZVPD basis set.

Last column: Mulliken charge in e.
Cartesian coordinates (Å):
C (-0.829, -2.085, 2.431)  -0.60
C (-0.739, -2.270, 1.027)  -0.57
C (0.640, -2.514, 0.689)  0.23
H (-1.581, -2.289, 0.348)  0.33
C (1.410, -2.363, 1.882)  -0.94
C (0.515, -2.074, 2.960)  -0.26
H (0.787, -1.994, 4.009)  0.42
H (-1.754, -2.031, 2.984)  0.51
H (0.994, -2.817, -0.285)  0.62
H (2.489, -2.474, 1.979)  0.43
W (0.374, -0.450, 1.498)  1.26
Cl (2.348, 0.326, 0.748)  -0.35
P (0.272, -0.301, -2.051)  1.02
C (1.362, -1.385, -3.073)  -0.08
C (0.926, -2.049, -4.232)  -0.08
H (-0.125, -2.025, -4.517)  0.30
C (1.835, -2.740, -5.038)  -0.60
H (1.478, -3.234, -5.941)  0.42
C (3.188, -2.794, -4.693)  -0.55
H (3.897, -3.314, -5.338)  0.39
C (3.623, -2.170, -3.517)  -0.58
H (4.676, -2.221, -3.236)  0.41
C (2.720, -1.485, -2.701)  -0.20
H (3.065, -1.011, -1.780)  0.34
C (-1.350, -0.720, -2.807)  -0.15
C (-1.973, -1.907, -2.367)  -0.30
H (-1.489, -2.533, -1.617)  0.55
C (-3.197, -2.303, -2.902)  -0.85
H (-3.679, -3.211, -2.533)  0.42
C (-3.805, -1.549, -3.914)  -0.53
H (-4.753, -1.873, -4.348)  0.38
C (-3.179, -0.386, -4.374)  -0.71
H (-3.632, 0.199, -5.175)  0.42
C (-1.970, 0.039, -3.812)  -0.04
H (-1.514, 0.961, -4.170)  0.32
C (0.600, 1.317, -2.866)  0.00
C (1.346, 1.460, -4.047)  -0.11
H (1.819, 0.595, -4.511)  0.25
C (1.485, 2.715, -4.647)  -0.70
H (2.044, 2.801, -5.579)  0.42
C (0.914, 3.848, -4.062)  -0.53
H (1.030, 4.825, -4.531)  0.39
C (0.183, 3.714, -2.875)  -0.74
H (-0.264, 4.596, -2.413)  0.41
C (0.016, 2.462, -2.283)  -0.28
H (-0.581, 2.365, -1.374)  0.45
C (0.357, -0.933, 6.617)  -1.26
N (0.285, 0.133, 5.641)  0.26
C (0.864, 1.384, 6.082)  -1.04
C (-0.956, 0.194, 4.906)  -0.79
C (-0.999, 1.308, 3.902)  0.79
C (-1.706, 2.438, 4.313)  -0.42
C (-1.721, 3.598, 3.551)  -0.61
C (-1.006, 3.625, 2.348)  -0.88
C (-0.352, 2.475, 1.899)  -0.54
C (-0.401, 1.264, 2.626)  0.29
H (0.435, -0.547, 7.646)  0.50
H (1.235, -1.571, 6.444)  0.29
H (-0.541, -1.567, 6.544)  0.38
H (1.407, 1.900, 5.275)  0.23
H (0.118, 2.094, 6.485)  0.33
H (1.570, 1.145, 6.887)  0.49
H (-1.110, -0.777, 4.428)  -0.04
H (-1.819, 0.290, 5.605)  0.38
H (-2.238, 2.372, 5.262)  0.41
H (-2.280, 4.472, 3.895)  0.39
H (-0.958, 4.545, 1.754)  0.39
H (0.192, 2.511, 0.950)  0.50

Values from the calculation:
- multiplicity = 3
- max |F| (eV Å⁻¹) = 5.92
- HOMO level (spin up / spin down) (eV) = -10.67 / -10.67
- E_tot (hartree) = -2161.66444
- net charge = +1
- orbital gap (spin up / spin down) (eV) = 5.67 / 6.02

# 3
Computed, not measured: C26H68As4FeN4O2Si3 as an isolated structure, with ωB97M-V with the def2-TZVPD basis set.

Last column: Mulliken charge in e.
Cartesian coordinates (Å):
Fe (0.363, 0.707, 2.136)  -0.11
C (0.207, -2.367, 4.401)  -1.38
As (0.954, -1.527, 2.823)  1.28
C (0.474, -2.783, 1.421)  -1.29
C (2.876, -1.867, 2.872)  -1.86
C (3.822, -1.140, 3.836)  2.79
C (3.380, -1.379, 5.285)  -1.80
C (3.961, 0.387, 3.612)  -1.43
As (2.478, 1.425, 2.889)  1.15
C (3.308, 3.130, 2.474)  -1.39
C (1.528, 1.900, 4.554)  -1.27
C (5.219, -1.762, 3.660)  -2.17
As (6.127, -1.978, 1.880)  0.34
C (5.101, -0.860, 0.602)  -0.96
C (7.545, -0.664, 2.209)  -1.18
H (0.658, -3.353, 4.508)  0.45
H (-0.867, -2.477, 4.263)  0.45
H (0.392, -1.784, 5.299)  0.38
H (-0.233, -3.513, 1.811)  0.49
H (1.372, -3.304, 1.092)  0.48
H (0.040, -2.247, 0.582)  0.22
H (3.185, -1.726, 1.835)  -0.02
H (2.937, -2.940, 3.077)  0.80
H (2.444, -0.868, 5.523)  0.12
H (4.135, -1.010, 5.980)  0.53
H (3.242, -2.444, 5.480)  0.41
H (4.808, 0.595, 2.960)  0.22
H (4.167, 0.888, 4.560)  0.70
H (4.125, 3.284, 3.178)  0.49
H (2.586, 3.936, 2.601)  0.44
H (3.703, 3.138, 1.460)  0.38
H (2.197, 2.470, 5.199)  0.46
H (1.224, 1.006, 5.097)  0.32
H (0.646, 2.519, 4.370)  0.41
H (5.183, -2.775, 4.068)  0.59
H (5.921, -1.206, 4.288)  0.62
H (4.371, -1.464, 0.063)  0.31
H (5.838, -0.515, -0.124)  0.50
H (4.605, 0.017, 1.016)  0.12
H (8.124, -0.976, 3.077)  0.34
H (7.156, 0.341, 2.382)  0.35
H (8.211, -0.645, 1.347)  0.40
N (-0.327, 2.538, 1.386)  -0.36
C (-0.687, 2.366, -0.054)  0.93
C (0.117, 3.285, -0.971)  -0.95
C (-0.209, 4.771, -0.757)  -0.73
C (-0.230, 5.626, -2.021)  -1.06
N (1.069, 5.676, -2.700)  -0.10
C (1.292, 5.661, -4.016)  0.80
N (0.304, 5.492, -4.891)  -0.32
N (2.538, 5.799, -4.467)  -0.38
C (-0.536, 0.890, -0.447)  -0.76
O (-1.030, 0.528, -1.502)  -0.68
O (0.111, 0.133, 0.387)  -0.57
H (-1.135, 2.843, 1.922)  0.29
H (0.353, 3.284, 1.480)  0.19
H (-1.747, 2.591, -0.184)  0.32
H (-0.120, 2.985, -1.995)  0.47
H (1.186, 3.090, -0.837)  0.34
H (0.469, 5.234, -0.033)  0.45
H (-1.209, 4.872, -0.326)  0.53
H (-0.529, 6.644, -1.767)  0.27
H (-0.978, 5.232, -2.705)  0.45
H (1.855, 5.948, -2.130)  0.25
H (-0.660, 5.509, -4.613)  0.20
H (0.491, 5.506, -5.880)  0.22
H (3.307, 5.963, -3.840)  0.20
H (2.737, 5.848, -5.452)  0.21
C (-1.097, -4.852, -1.779)  -0.87
Si (-2.378, -4.018, -2.844)  0.24
C (-1.724, -3.619, -4.537)  -1.10
C (-4.020, -4.892, -2.869)  -0.93
As (-2.880, -1.886, -1.846)  0.40
Si (-4.276, -1.935, 0.073)  0.29
C (-3.946, -3.503, 1.022)  -0.85
C (-3.775, -0.435, 1.094)  -0.48
C (-6.047, -1.877, -0.493)  -0.99
Si (-3.756, -0.301, -3.400)  0.37
C (-2.383, 0.161, -4.563)  -0.91
C (-4.299, 1.170, -2.390)  -0.53
C (-5.168, -1.171, -4.243)  -0.96
H (-0.478, -5.501, -2.403)  0.41
H (-1.554, -5.472, -1.006)  0.33
H (-0.433, -4.134, -1.299)  0.15
H (-1.368, -4.550, -4.986)  0.43
H (-0.881, -2.928, -4.496)  0.34
H (-2.485, -3.203, -5.200)  0.29
H (-3.908, -5.812, -3.451)  0.41
H (-4.806, -4.301, -3.342)  0.30
H (-4.349, -5.173, -1.868)  0.28
H (-2.987, -3.464, 1.536)  0.13
H (-3.961, -4.403, 0.407)  0.25
H (-4.728, -3.609, 1.779)  0.38
H (-2.836, -0.006, 0.735)  -0.36
H (-3.650, -0.747, 2.135)  0.43
H (-4.532, 0.351, 1.069)  0.39
H (-6.279, -2.715, -1.153)  0.32
H (-6.331, -0.954, -0.997)  0.29
H (-6.673, -1.982, 0.399)  0.41
H (-1.555, 0.610, -4.014)  0.12
H (-2.768, 0.891, -5.281)  0.39
H (-2.005, -0.690, -5.129)  0.30
H (-3.527, 1.455, -1.674)  -0.23
H (-5.234, 1.004, -1.852)  0.30
H (-4.458, 2.017, -3.064)  0.42
H (-4.819, -1.969, -4.902)  0.27
H (-5.706, -0.448, -4.863)  0.40
H (-5.885, -1.595, -3.539)  0.30

Values from the calculation:
- energy relative to the best compared isomer or geometry (same formula, charge and spin) (kJ/mol) = 120.3
- multiplicity = 2
- max |F| (eV Å⁻¹) = 0.72
- HOMO level (spin up / spin down) (eV) = -14.09 / -14.09
- E_tot (hartree) = -12475.50077
- net charge = +3
- orbital gap (spin up / spin down) (eV) = 7.07 / 5.84